(1)
This record from the OMol25 dataset describes C22H16Br3CaCl2F5N3O4Te as an isolated structure in a non-equilibrium geometry. The level of theory is wB97M-V/def2-TZVPD.

Last column: Mulliken charge in e.
CARTESIAN COORDINATES (ANGSTROEM)
Ca (0.50, -0.89, -0.44)  1.854
C (-2.59, -0.72, -2.41)  -1.275
C (-3.00, -0.64, -0.97)  0.425
C (-4.36, -0.48, -0.61)  -1.034
C (-4.69, -0.43, 0.71)  -0.996
C (-3.70, -0.55, 1.71)  0.890
C (-3.95, -0.51, 3.10)  -0.032
Br (-5.71, -0.27, 3.76)  -0.272
C (-2.92, -0.64, 3.99)  -0.334
C (-1.60, -0.82, 3.54)  -0.041
Br (-0.23, -0.98, 4.84)  -0.200
C (-1.25, -0.90, 2.19)  0.598
O (-0.07, -1.09, 1.76)  -0.993
C (-2.37, -0.72, 1.26)  -0.920
N (-2.06, -0.73, -0.06)  1.249
H (-3.42, -0.47, -3.08)  0.476
H (-2.24, -1.73, -2.64)  0.208
H (-1.75, -0.05, -2.61)  0.122
H (-5.11, -0.40, -1.38)  0.464
H (-5.72, -0.30, 1.02)  0.326
H (-3.11, -0.60, 5.05)  0.397
O (4.83, 0.06, -0.81)  -0.726
C (3.68, -0.01, -0.41)  -0.093
O (2.76, -0.82, -0.80)  -0.467
C (3.21, 0.89, 0.73)  0.363
C (4.14, 1.55, 1.52)  -0.750
C (3.68, 2.31, 2.57)  -0.353
C (2.31, 2.39, 2.80)  -1.173
C (1.46, 1.71, 1.95)  -0.241
N (1.89, 0.99, 0.92)  0.648
H (5.19, 1.43, 1.29)  0.553
H (4.37, 2.83, 3.22)  0.417
H (1.90, 2.96, 3.62)  0.461
H (0.39, 1.73, 2.10)  0.513
Cl (-0.60, -6.51, -1.29)  -0.211
C (0.22, -4.94, -1.20)  -0.042
Cl (-0.85, -3.70, -0.49)  -0.064
H (0.49, -4.61, -2.20)  0.073
H (1.09, -5.03, -0.56)  0.245
F (1.91, -3.59, -3.64)  -0.430
Te (2.34, -1.86, -2.94)  1.793
F (2.91, -0.03, -3.10)  -0.512
F (2.22, -3.02, -1.38)  -0.443
F (2.36, -1.57, -4.81)  -0.419
F (4.13, -2.30, -2.97)  -0.376
O (0.61, -1.36, -2.62)  -0.701
Br (1.12, 5.91, -0.28)  -0.159
C (0.56, 4.16, -0.71)  0.194
C (-0.58, 3.64, -0.12)  -0.824
C (-0.93, 2.34, -0.44)  -0.041
N (-0.23, 1.57, -1.27)  0.109
C (0.86, 2.10, -1.84)  -0.360
C (1.30, 3.39, -1.59)  -0.703
H (-1.18, 4.22, 0.57)  0.471
H (-1.81, 1.88, 0.01)  0.331
H (1.41, 1.45, -2.51)  0.499
H (2.20, 3.76, -2.06)  0.506

Results
Total charge: -1
DFT total energy: -310234.87994 eV
Relative energy (zero: lowest compared OMol25 entry of this formula, charge and spin): 72.60 kJ/mol
Frontier orbital gap: 0.2670 hartree
Multiplicity: 1

(2)
This record from the OMol25 dataset describes C40H52CsF5N8O4S2Sb2 as an isolated structure. The level of theory is wB97M-V/def2-TZVPD.

Last column: Mulliken charge in e.
CARTESIAN COORDINATES (ANGSTROEM)
Cs (-0.21, 0.46, 0.65)  0.797
C (4.45, 0.76, 3.97)  -1.421
Sb (3.48, 0.78, 2.02)  0.701
C (4.52, -0.94, 1.29)  -0.961
C (4.83, 2.36, 1.29)  -1.355
C (5.93, 1.90, 0.40)  0.974
C (7.09, 1.37, 0.96)  -0.465
C (8.13, 0.88, 0.19)  -0.529
C (8.02, 0.91, -1.19)  -0.675
C (6.88, 1.45, -1.77)  -0.672
C (5.83, 1.96, -1.00)  0.830
C (4.64, 2.55, -1.69)  -1.719
Sb (2.88, 1.23, -1.62)  0.714
C (2.05, 2.08, -3.43)  -1.402
C (3.92, -0.35, -2.66)  -1.362
H (5.51, 0.56, 3.87)  0.378
H (4.00, -0.01, 4.61)  0.393
H (4.31, 1.73, 4.44)  0.344
H (5.60, -0.80, 1.25)  0.486
H (4.11, -1.20, 0.32)  -0.103
H (4.28, -1.77, 1.97)  0.545
H (5.23, 2.78, 2.21)  0.628
H (4.18, 3.10, 0.83)  -0.123
H (7.17, 1.34, 2.05)  0.236
H (9.01, 0.46, 0.66)  0.382
H (8.81, 0.52, -1.82)  0.371
H (6.80, 1.49, -2.85)  0.282
H (4.86, 2.73, -2.74)  0.619
H (4.33, 3.49, -1.24)  0.653
H (2.81, 2.15, -4.21)  0.520
H (1.66, 3.08, -3.20)  0.292
H (1.22, 1.46, -3.77)  0.364
H (4.42, 0.03, -3.55)  0.613
H (3.19, -1.12, -2.90)  0.296
H (4.66, -0.78, -1.98)  0.331
N (-5.56, -6.41, 2.49)  -0.633
C (-4.86, -5.23, 2.82)  1.089
C (-3.56, -5.04, 2.36)  -0.633
C (-2.89, -3.86, 2.65)  -0.534
C (-3.51, -2.86, 3.38)  -0.548
C (-4.81, -3.04, 3.83)  -0.230
C (-5.48, -4.23, 3.55)  -0.753
S (-2.63, -1.35, 3.69)  1.294
O (-3.31, -0.67, 4.77)  -0.762
O (-1.26, -1.76, 3.91)  -0.746
N (-2.63, -0.55, 2.32)  -0.045
C (-3.73, -0.05, 1.75)  -0.456
N (-3.49, 0.75, 0.67)  0.379
C (-4.54, 1.22, 0.02)  0.267
C (-5.85, 0.95, 0.39)  -1.051
C (-6.00, 0.15, 1.51)  -0.338
N (-4.98, -0.35, 2.19)  -0.386
H (-4.95, -7.20, 2.35)  0.240
H (-6.28, -6.65, 3.17)  0.235
H (-3.07, -5.82, 1.79)  0.303
H (-1.87, -3.71, 2.31)  0.551
H (-5.28, -2.24, 4.39)  0.444
H (-6.50, -4.37, 3.90)  0.261
H (-4.33, 1.84, -0.85)  0.244
H (-6.69, 1.34, -0.16)  0.435
H (-6.99, -0.11, 1.88)  0.374
F (-0.83, 7.83, 4.15)  -0.342
C (-0.24, 6.99, 3.27)  0.698
C (-0.89, 5.85, 2.83)  -0.282
F (-2.13, 5.59, 3.29)  -0.309
C (-0.27, 5.00, 1.94)  0.103
F (-0.97, 3.91, 1.57)  -0.090
C (1.01, 5.22, 1.42)  0.067
S (1.77, 4.15, 0.29)  -0.142
C (1.63, 6.38, 1.91)  0.019
F (2.87, 6.71, 1.49)  -0.341
C (1.03, 7.25, 2.80)  0.079
F (1.68, 8.35, 3.22)  -0.326
C (-3.65, -2.57, -0.81)  -0.267
N (-3.29, -2.89, -2.19)  0.290
C (-3.04, -4.29, -2.43)  -1.010
C (-3.12, -1.92, -3.10)  0.916
C (-2.51, -2.30, -4.43)  -1.552
O (-3.45, -0.75, -2.89)  -0.597
H (-4.65, -2.92, -0.58)  0.323
H (-3.59, -1.51, -0.62)  -0.399
H (-2.95, -3.07, -0.14)  0.277
H (-3.80, -4.88, -1.92)  0.359
H (-2.06, -4.60, -2.05)  0.230
H (-3.09, -4.52, -3.49)  0.417
H (-1.59, -2.88, -4.29)  0.380
H (-2.28, -1.39, -4.96)  0.318
H (-3.20, -2.89, -5.03)  0.380
C (0.37, -2.96, -1.78)  -1.136
C (1.24, -2.73, -0.51)  1.541
C (0.37, -3.09, 0.72)  -0.905
C (2.40, -3.75, -0.57)  -2.074
O (1.72, -1.46, -0.48)  -0.698
H (-0.06, -3.96, -1.82)  0.105
H (0.99, -2.80, -2.66)  0.391
H (-0.43, -2.20, -1.79)  0.054
H (0.06, -4.14, 0.69)  0.446
H (-0.53, -2.48, 0.78)  -0.342
H (0.94, -2.92, 1.64)  0.257
H (2.06, -4.79, -0.65)  0.360
H (3.01, -3.65, 0.33)  0.369
H (3.04, -3.52, -1.43)  0.417
N (-4.00, 2.09, -3.62)  -0.367
C (-2.89, 2.74, -3.14)  0.110
C (-2.04, 2.13, -2.20)  0.199
N (-1.01, 2.78, -1.67)  0.453
C (-0.81, 4.04, -2.08)  -0.377
C (-1.64, 4.62, -3.01)  -0.608
N (-2.68, 3.98, -3.56)  -0.741
H (-3.97, 1.07, -3.56)  0.411
H (-4.37, 2.47, -4.48)  0.254
H (-2.23, 1.11, -1.88)  -0.046
H (0.02, 4.56, -1.62)  0.377
H (-1.46, 5.63, -3.35)  0.385

Results
Total charge: -2
DFT total energy: -111317.99073 eV
Relative energy (zero: lowest compared OMol25 entry of this formula, charge and spin): 58.93 kJ/mol
Frontier orbital gap: 0.2120 hartree
Multiplicity: 1

(3)
This record from the OMol25 dataset describes one molecule with the formula C4H9N3O in a non-equilibrium geometry. The level of theory is wB97M-V/def2-TZVPD.

Last column: Mulliken charge in e.
CARTESIAN COORDINATES (ANGSTROEM)
N (-2.85, -0.61, -0.17)  -0.524
N (-1.97, 0.58, -0.44)  -0.207
C (-0.52, 0.25, -0.19)  0.227
N (0.17, 1.39, -0.28)  -0.618
C (1.64, 1.19, 0.07)  -0.677
C (1.70, -0.38, 0.29)  0.123
O (2.14, -1.01, -0.83)  -0.490
C (0.21, -1.02, 0.33)  -0.377
H (-3.46, -0.66, 0.90)  0.240
H (-3.40, -0.79, -0.98)  0.217
H (-2.38, 1.58, -0.29)  0.273
H (2.36, 1.51, -0.64)  0.396
H (1.73, 1.76, 1.04)  0.261
H (2.11, -0.61, 1.21)  0.325
H (2.68, -0.22, -1.15)  0.320
H (0.18, -2.01, -0.29)  0.306
H (-0.34, -0.96, 1.43)  0.202

Results
DFT total energy: -10807.02473 eV
Relative energy (zero: lowest compared OMol25 entry of this formula, charge and spin): 524.59 kJ/mol
Frontier orbital gap: 0.3470 hartree
Multiplicity: 1

(4)
This record from the OMol25 dataset describes C6H8IrLiO6 as an isolated structure in a non-equilibrium geometry. The level of theory is wB97M-V/def2-TZVPD.

Last column: Mulliken charge in e.
CARTESIAN COORDINATES (ANGSTROEM)
Ir (-0.52, -1.70, -1.60)  1.397
O (1.41, -1.68, -1.46)  -0.604
O (1.88, 0.22, -0.46)  -0.237
C (-2.50, 0.33, -0.76)  -0.346
C (-1.91, -0.20, -2.05)  -1.015
O (2.28, -1.74, 0.60)  -0.747
C (1.89, -1.15, -0.42)  0.881
H (-2.99, 1.31, -0.83)  0.352
H (-3.21, -0.38, -0.31)  0.370
H (-1.47, 0.64, -2.62)  0.393
H (-2.76, -0.58, -2.64)  0.527
Li (0.85, -2.07, 1.80)  0.925
O (-0.83, -1.54, 0.48)  -0.798
O (-1.49, 0.61, 0.29)  -0.345
C (2.18, 0.96, 0.70)  -0.257
C (0.93, 1.29, 1.49)  -0.510
O (0.13, 0.02, 1.67)  -0.390
C (-0.78, -0.33, 0.78)  0.978
H (2.72, 1.87, 0.41)  0.442
H (1.17, 1.72, 2.47)  0.382
H (0.28, 1.99, 0.95)  0.308
H (2.74, 0.43, 1.52)  0.294

Results
Total charge: +2
DFT total energy: -21660.24114 eV
Relative energy (zero: lowest compared OMol25 entry of this formula, charge and spin): 0.00 kJ/mol
Frontier orbital gap (alpha / beta): 0.3663 / 0.2787 hartree
<S²>: 6.007
Multiplicity: 5